The following is a DFT calculation (ωB97M-V/def2-TZVPD) of a single C2H3N5O molecule in a non-equilibrium geometry.

```
11
Properties=species:S:1:pos:R:3:forces:R:3
C -0.0896 0.3096 -0.0536 -1.7 -2.8 -0.1
C 1.0631 0.8916 -0.7218 1.8 0.3 -3.5
H -2.7341 -1.3688 -1.1440 2.1 1.1 3.8
H -2.2219 -1.6590 0.6747 0.5 2.1 -2.3
H 1.1317 0.8596 -1.8977 -0.6 0.6 2.6
N -2.1575 -0.9829 -0.2090 -2.9 -3.4 -0.5
N -1.0876 -0.3786 -0.6164 3.7 3.3 -0.7
N 2.2583 1.1966 -0.1784 -4.5 0.0 -7.3
N 1.2584 0.1742 1.8322 -1.4 0.2 0.2
N 0.1543 0.0769 1.3506 1.7 -0.1 0.4
O 2.4249 0.8808 0.9634 1.3 -1.4 7.5
```
Positions in Å, forces in eV/Å.

Results
- orbital gap (eV) = 7.98
- multiplicity = 1
- F_max (eV/Å) = 8.564
- total energy (eV) = -11613.0756
- ΔE to the lowest compared entry with this formula, charge and spin (kcal/mol) = 178.8

---

The following is a DFT calculation (ωB97M-V/def2-TZVPD) of 3 unconnected molecules or ions with the total composition C6H18O3 in a non-equilibrium geometry.

```
27
Properties=species:S:1:pos:R:3:forces:R:3
C 2.2877 -0.0623 3.3721 1.4 1.0 -0.4
C 3.5825 0.8013 3.1886 -1.2 -0.8 2.2
O 3.7794 1.2804 1.9032 0.2 -0.1 -1.3
H 2.3479 -0.8716 2.6445 -0.5 0.0 0.1
H 1.4153 0.5784 3.2437 -0.1 -0.4 -0.2
H 2.3006 -0.4697 4.3831 0.0 0.0 0.0
H 4.4088 0.1839 3.5410 0.3 0.0 -0.2
H 3.5279 1.6593 3.8586 0.0 0.1 0.3
H 4.7321 1.3229 1.7926 0.0 0.2 -0.4
C -0.2232 0.6450 -1.3288 0.2 0.8 -0.4
C 0.7647 1.2271 -0.3258 -1.2 0.4 0.7
O 1.4309 0.2520 0.4039 1.0 -1.3 -0.3
H 0.1786 -0.1835 -1.9120 0.1 -0.1 0.3
H -0.3371 1.4625 -2.0408 -0.5 0.0 -0.3
H -1.2197 0.4083 -0.9559 0.3 -0.2 0.3
H 0.2627 1.7704 0.4747 -0.7 0.7 -0.5
H 1.3791 1.9635 -0.8439 0.6 -0.3 0.0
H 2.2830 0.5916 0.6869 0.3 0.1 0.2
C -3.3690 -0.5040 -2.7638 0.5 -0.4 2.7
C -3.7635 -1.8244 -1.9648 0.8 1.9 -2.1
O -3.7563 -2.8117 -2.9509 -0.6 -1.7 -0.4
H -2.2871 -0.4623 -2.8895 0.0 -0.4 -0.4
H -3.5184 0.2403 -1.9816 -0.3 0.8 -0.4
H -3.8684 -0.2838 -3.7073 -0.3 -0.3 0.4
H -4.7199 -1.6688 -1.4656 0.0 -0.3 0.0
H -2.9771 -2.0944 -1.2599 -0.1 0.4 0.3
H -4.6417 -3.1505 -3.1020 0.0 0.0 0.0
```
Positions in Å, forces in eV/Å.

Results
- orbital gap (eV) = 10.29
- multiplicity = 1
- F_max (eV/Å) = 2.924
- total energy (eV) = -12654.7174
- ΔE to the lowest compared entry with this formula, charge and spin (kcal/mol) = 36.1

---

The following is a DFT calculation (ωB97M-V/def2-TZVPD) of a single C19H20N2O4S molecule in a non-equilibrium geometry.

```
46
Properties=species:S:1:pos:R:3:forces:R:3
C -6.4653 -2.1004 -0.1269 -0.1 -0.2 -0.1
H -7.3674 -2.3988 0.4048 0.1 0.0 -0.1
O -5.8400 -1.1424 0.6925 0.2 0.2 0.2
C -4.6690 -0.5918 0.2796 0.2 0.1 0.0
C -4.0950 0.3413 1.1503 -0.2 -0.1 -0.1
C -2.9124 0.9618 0.8304 0.1 -0.1 -0.2
C -2.2691 0.6664 -0.3744 -0.4 -0.5 -0.3
C -2.8364 -0.2656 -1.2382 0.2 0.3 0.2
C -4.0266 -0.8908 -0.9189 -0.4 -0.2 0.1
H -4.4422 -1.6083 -1.6090 -0.1 -0.1 0.0
H -2.3412 -0.5011 -2.1684 0.0 0.0 -0.1
C -1.0193 1.3110 -0.6916 0.6 0.7 0.5
N -0.4177 2.2208 0.0175 -0.7 -0.3 0.1
C 0.7464 2.4963 -0.6440 0.0 -0.4 -1.2
C 0.8081 1.7176 -1.7671 0.4 1.0 0.6
O -0.3241 0.9675 -1.8013 -0.2 -0.3 -0.1
C 1.8206 1.5706 -2.8407 -0.4 -0.1 0.1
H 1.4245 1.9261 -3.7921 0.1 0.0 -0.1
H 2.0946 0.5232 -2.9624 0.1 -0.1 0.0
H 2.7077 2.1440 -2.5876 0.1 0.0 0.0
C 1.7469 3.4191 -0.0730 0.4 -0.4 0.3
H 1.2746 4.1071 0.6260 0.0 0.1 -0.1
H 2.2926 3.9673 -0.8385 0.0 0.1 0.0
S 3.0308 2.4874 0.8579 0.1 0.3 0.1
C 1.9769 1.6254 2.0583 0.1 0.2 -0.2
C 1.2770 0.3671 1.5586 0.3 0.2 0.0
O 0.3108 -0.0783 2.1378 -0.4 -0.2 0.4
N 1.8318 -0.2045 0.4737 0.2 -0.2 -0.3
C 1.3292 -1.4370 -0.0984 0.1 -0.1 0.0
C 2.3541 -2.5193 -0.0406 -0.4 -0.3 0.8
C 2.7090 -3.3806 0.9553 -0.3 0.4 -0.4
C 3.7832 -4.1520 0.4482 0.2 0.1 -0.5
C 4.0027 -3.7001 -0.8149 0.4 -0.6 0.5
O 3.1469 -2.7103 -1.1203 -0.2 0.4 -0.3
H 4.7074 -3.9890 -1.5691 0.1 0.0 -0.2
H 4.3123 -4.9322 0.9553 0.2 -0.2 0.0
H 2.2568 -3.4543 1.9226 -0.2 0.0 0.2
H 0.4487 -1.7084 0.4905 0.1 0.0 -0.2
H 1.0364 -1.2707 -1.1406 -0.1 -0.1 0.1
H 2.6596 0.2156 0.0721 -0.2 0.1 0.1
H 2.6327 1.3445 2.8846 -0.1 0.0 0.0
H 1.2249 2.3221 2.4283 0.0 -0.2 0.1
H -2.4549 1.6717 1.4990 0.0 0.1 0.1
H -4.6048 0.5525 2.0767 0.0 0.0 0.1
H -5.8283 -2.9779 -0.2776 0.0 0.0 0.0
H -6.7419 -1.6796 -1.0990 0.0 0.0 0.0
```
Positions in Å, forces in eV/Å.

Results
- orbital gap (eV) = 8.35
- multiplicity = 1
- F_max (eV/Å) = 1.240
- total energy (eV) = -42032.8969
- ΔE to the lowest compared entry with this formula, charge and spin (kcal/mol) = 35.5